Record 1
Here is a structure of composition C23H25Cl3N5O8P2PdSSe from the Open Molecules 2025 dataset. Energies are from ωB97M-V/def2-TZVPD.

Summary:
LUMO energy (alpha / beta), eV: -3.60 / -4.98
2S+1: 3
Kohn-Sham gap (alpha / beta), Ha: 0.280 / 0.229
Net charge: +1
Total energy, eV: -183890.546

Last column: natural (NBO) charge in e.
Element x y z (Å)
Pd -0.42 -0.48 -0.11  1.03
N 0.82 3.79 1.00  -0.71
C 1.36 2.40 1.35  -0.63
C 2.66 2.50 2.12  -0.64
P -0.05 1.53 2.18  2.39
O 0.17 1.89 3.73  -1.00
O 0.06 0.03 2.00  -1.16
O -1.25 2.26 1.66  -1.16
P 1.55 1.67 -0.36  2.37
O 2.17 0.20 -0.13  -1.03
O 2.43 2.59 -1.11  -1.10
O 0.11 1.44 -0.82  -1.12
H 1.01 4.47 1.74  0.43
H -0.21 3.67 0.92  0.49
H 1.22 4.11 0.12  0.46
H 2.56 3.15 2.99  0.23
H 3.46 2.87 1.48  0.24
H 2.95 1.51 2.49  0.25
H -0.03 1.16 4.33  0.52
H 3.10 0.12 -0.37  0.54
O 0.42 -1.48 -2.20  -0.15
N -0.58 -1.04 -1.88  0.26
Se -2.92 0.73 0.09  0.44
C -3.61 0.22 1.78  -0.23
C -4.67 0.95 2.31  -0.24
C -5.16 0.59 3.56  0.04
N -4.68 -0.43 4.27  -0.38
C -3.67 -1.13 3.75  0.03
C -3.10 -0.84 2.52  -0.26
H -5.09 1.79 1.77  0.24
H -5.98 1.14 4.00  0.21
H -3.30 -1.95 4.35  0.20
H -2.27 -1.42 2.16  0.23
Cl -1.19 -6.44 -5.52  0.04
C -0.31 -6.39 -4.04  -0.01
C 0.70 -5.46 -3.87  -0.23
C 1.39 -5.44 -2.67  -0.20
C 1.09 -6.30 -1.62  -0.03
C 1.87 -6.23 -0.32  0.08
C 1.07 -5.69 0.90  -0.25
N 0.17 -4.55 0.64  -0.32
C -1.09 -4.65 0.10  -0.06
C -1.57 -3.39 -0.02  -0.08
N -0.61 -2.51 0.43  -0.54
C 0.43 -3.24 0.81  0.21
O 3.11 -5.59 -0.47  -0.53
C 3.25 -4.20 -0.32  -0.08
C 4.56 -3.80 -0.93  -0.12
C 5.40 -2.85 -0.44  -0.27
Cl 5.20 -1.92 0.99  0.03
S 6.82 -2.66 -1.39  0.50
C 6.31 -3.89 -2.46  -0.40
C 5.11 -4.41 -2.11  -0.23
C 0.09 -7.24 -1.85  -0.04
Cl -0.31 -8.44 -0.65  0.01
C -0.62 -7.29 -3.04  -0.26
H 0.95 -4.78 -4.66  0.24
H 2.20 -4.73 -2.56  0.22
H 2.15 -7.25 -0.05  0.23
H 1.80 -5.40 1.66  0.24
H 0.45 -6.48 1.30  0.24
H -1.56 -5.60 -0.09  0.25
H -2.53 -3.05 -0.39  0.24
H 1.33 -2.84 1.25  0.24
H 3.26 -3.94 0.74  0.18
H 2.43 -3.64 -0.80  0.18
H 6.93 -4.16 -3.30  0.25
H 4.61 -5.21 -2.63  0.24
H -1.38 -8.04 -3.19  0.25

***

Record 2
Here is a cluster of 6 separate species, C27H71N7O9 in total from the Open Molecules 2025 dataset. Energies are from ωB97M-V/def2-TZVPD.

Summary:
Structure (SMILES): COC[C@H](C)N.COC[C@H](C)N.COCCNCCOC.COCCNCCOC.COCCNCCOC.NC(N)=O
LUMO energy, eV: 0.13
Kohn-Sham gap, Ha: 0.324
Net charge: 0
Total energy, eV: -57999.395

Last column: Löwdin charge in e.
Element x y z (Å)
C -3.42 0.40 5.91  -0.10
O -4.13 -0.76 5.52  -0.21
C -5.25 -0.42 4.66  -0.18
C -5.87 -1.72 4.06  -0.42
C -6.01 -2.85 5.14  -0.07
N -4.99 -2.22 3.07  0.01
H -4.03 0.82 6.71  0.09
H -3.22 1.12 5.11  0.08
H -2.42 0.13 6.26  0.09
H -5.98 0.17 5.20  0.12
H -4.91 0.11 3.77  0.11
H -6.81 -1.57 3.52  0.13
H -5.08 -3.34 5.46  0.07
H -6.66 -3.69 4.90  0.07
H -6.30 -2.37 6.07  0.07
H -5.09 -3.23 3.10  0.07
H -4.08 -2.01 3.47  0.07
C 4.87 -3.23 -4.93  -0.15
O 5.25 -1.93 -4.97  -0.18
C 4.72 -1.11 -5.96  -0.20
C 3.42 -0.51 -5.48  -0.46
C 2.60 0.28 -6.50  -0.05
N 3.66 0.32 -4.33  0.03
H 5.14 -3.64 -5.90  0.09
H 3.84 -3.45 -4.66  0.09
H 5.48 -3.79 -4.22  0.09
H 5.46 -0.38 -6.27  0.14
H 4.50 -1.78 -6.80  0.12
H 2.83 -1.34 -5.10  0.13
H 3.19 1.01 -7.05  0.08
H 1.83 0.81 -5.93  0.07
H 2.01 -0.39 -7.12  0.08
H 2.91 0.77 -3.82  0.07
H 4.06 -0.18 -3.55  0.07
C -4.06 5.14 4.97  -0.09
O -2.85 5.91 4.75  -0.21
C -2.54 6.28 3.39  -0.18
C -1.99 5.18 2.47  -0.26
N -0.61 5.01 2.46  -0.07
C -0.13 4.73 3.79  -0.20
C 1.24 5.43 3.94  -0.15
O 1.86 5.48 5.29  -0.18
C 1.27 6.42 6.10  -0.17
H -4.14 4.22 4.39  0.07
H -4.99 5.68 4.79  0.08
H -4.14 4.94 6.04  0.08
H -1.81 7.08 3.50  0.13
H -3.41 6.64 2.85  0.11
H -2.26 5.38 1.44  0.12
H -2.49 4.25 2.74  0.11
H -0.40 4.31 1.77  0.12
H -0.03 3.65 3.93  0.12
H -0.76 4.98 4.65  0.10
H 1.30 6.40 3.45  0.11
H 1.91 4.82 3.33  0.11
H 1.56 6.25 7.14  0.09
H 0.20 6.22 6.20  0.07
H 1.36 7.48 5.86  0.09
C 11.63 -4.12 1.93  -0.10
O 11.28 -4.52 3.29  -0.17
C 10.63 -3.57 4.03  -0.26
C 9.38 -2.88 3.45  -0.18
N 8.11 -3.64 3.54  -0.03
C 7.87 -4.58 2.44  -0.22
C 7.47 -3.96 1.13  -0.19
O 6.29 -3.19 1.52  -0.20
C 6.13 -2.09 0.71  -0.14
H 10.87 -3.95 1.17  0.06
H 12.26 -4.86 1.44  0.08
H 12.23 -3.23 1.79  0.08
H 11.31 -2.80 4.39  0.12
H 10.36 -4.24 4.84  0.13
H 9.66 -2.57 2.44  0.09
H 9.18 -2.04 4.12  0.12
H 7.39 -2.93 3.52  0.09
H 7.14 -5.37 2.62  0.11
H 8.75 -5.20 2.26  0.11
H 7.16 -4.71 0.40  0.13
H 8.34 -3.37 0.82  0.11
H 5.20 -1.57 0.92  0.09
H 6.38 -2.25 -0.34  0.09
H 6.95 -1.44 1.01  0.08
C -7.24 2.26 -8.23  -0.12
O -7.11 1.25 -7.27  -0.19
C -7.09 1.69 -5.91  -0.22
C -7.23 0.62 -4.81  -0.20
N -6.10 -0.33 -4.85  -0.07
C -6.35 -1.45 -3.86  -0.15
C -5.23 -2.65 -3.91  -0.20
O -5.73 -3.51 -4.91  -0.18
C -4.97 -4.67 -4.93  -0.15
H -6.59 3.12 -8.08  0.09
H -8.27 2.62 -8.20  0.08
H -7.16 1.82 -9.23  0.09
H -8.04 2.22 -5.88  0.11
H -6.41 2.52 -5.67  0.12
H -8.19 0.14 -4.98  0.11
H -7.30 1.04 -3.80  0.11
H -5.94 -0.69 -5.78  0.10
H -7.29 -1.96 -4.05  0.11
H -6.21 -0.99 -2.88  0.10
H -4.97 -3.12 -2.96  0.11
H -4.28 -2.17 -4.17  0.11
H -3.94 -4.49 -5.25  0.08
H -5.50 -5.34 -5.60  0.09
H -4.70 -5.19 -4.00  0.08
N -2.08 1.25 -2.66  0.16
C -1.47 1.12 -1.49  -0.81
N -2.27 0.90 -0.54  0.17
O -0.25 1.21 -1.34  0.02
H -3.04 1.02 -2.85  0.10
H -1.52 1.54 -3.45  0.11
H -3.26 1.07 -0.65  0.12
H -1.81 0.37 0.19  0.13

***

Record 3
Here is an isolated molecule of C4H3NS2 from the Open Molecules 2025 dataset. Energies are from ωB97M-V/def2-TZVPD.

Summary:
Structure (SMILES): S=C=C/C=N\C=S
LUMO energy, eV: -1.33
Kohn-Sham gap, Ha: 0.273
Net charge: 0
Total energy, eV: -27354.689

Last column: natural (NBO) charge in e.
Element x y z (Å)
S -2.96 -1.00 0.10  0.18
C -1.43 -0.71 -0.03  -0.03
C -0.17 -1.20 -0.15  -0.50
C 1.05 -0.53 -0.15  0.19
N 1.35 0.73 0.12  -0.52
C 0.51 1.72 0.25  -0.03
S -1.11 1.76 -0.15  0.05
H -0.13 -2.27 -0.26  0.26
H 1.93 -1.13 -0.35  0.20
H 0.95 2.64 0.61  0.20

***

Record 4
Here is a structure of composition C23H22AlClNPS from the Open Molecules 2025 dataset. Energies are from ωB97M-V/def2-TZVPD.

Summary:
LUMO energy, eV: -8.32
Kohn-Sham gap, Ha: 0.205
Net charge: +2
Total energy, eV: -64926.836

Last column: natural (NBO) charge in e.
Element x y z (Å)
Al -0.12 -2.03 -0.49  1.27
Cl -0.79 -0.37 0.66  -0.46
P 0.02 -0.02 -2.56  0.91
C -1.35 -0.74 -3.50  -0.43
C -1.18 -1.58 -4.62  -0.17
C -2.29 -2.26 -5.13  -0.19
C -3.55 -2.12 -4.54  -0.17
C -3.72 -1.28 -3.44  -0.20
C -2.63 -0.59 -2.92  -0.22
C -0.25 1.75 -2.86  -0.29
C 0.60 2.63 -2.16  -0.20
C 0.45 4.01 -2.27  -0.20
C -0.56 4.54 -3.09  -0.16
C -1.42 3.69 -3.78  -0.20
C -1.26 2.30 -3.68  -0.22
C 1.60 -0.34 -3.43  -0.41
C 2.64 -0.93 -2.68  -0.21
C 3.86 -1.21 -3.27  -0.20
C 4.09 -0.85 -4.60  -0.16
C 3.09 -0.20 -5.33  -0.19
C 1.84 0.05 -4.75  -0.13
H 1.38 2.21 -1.52  0.21
H 1.12 4.67 -1.72  0.24
H -0.67 5.63 -3.18  0.24
H -2.22 4.10 -4.40  0.24
H -1.94 1.65 -4.24  0.23
H -0.19 -1.70 -5.06  0.23
H -2.17 -2.91 -6.00  0.24
H -4.40 -2.68 -4.93  0.24
H -4.70 -1.15 -2.98  0.24
H -2.74 0.03 -2.03  0.23
H 2.46 -1.16 -1.62  0.19
H 4.64 -1.70 -2.68  0.24
H 5.06 -1.07 -5.06  0.25
H 3.29 0.11 -6.36  0.24
H 1.07 0.58 -5.33  0.23
H -0.41 -2.77 -1.91  0.04
H 0.53 -2.68 -1.84  0.13
S 0.32 -3.81 0.83  -0.18
C 0.50 -3.09 2.41  0.09
N -0.63 -2.96 3.18  -0.44
C -0.62 -2.45 4.44  0.10
C 0.57 -2.04 4.99  -0.22
C 1.75 -2.13 4.23  -0.06
C 1.71 -2.67 2.94  -0.23
H -1.51 -3.29 2.77  0.45
H -1.59 -2.42 4.95  0.26
H 0.59 -1.64 6.01  0.28
H 2.69 -1.79 4.65  0.27
H 2.59 -2.79 2.33  0.27

***

Record 5
Here is a cluster of 2 separate species, C12H14OSe in total from the Open Molecules 2025 dataset. Energies are from ωB97M-V/def2-TZVPD.

Summary:
LUMO energy (alpha / beta), eV: 0.37 / 0.01
Kohn-Sham gap (alpha / beta), Ha: 0.311 / 0.239
Net charge: 0
Total energy, eV: -80058.695

Last column: natural (NBO) charge in e.
Element x y z (Å)
C 3.47 0.77 1.08  -0.21
C 2.72 -0.38 1.19  -0.20
C 3.21 1.63 -0.01  -0.19
C 1.73 -0.67 0.28  -0.23
C 2.21 1.31 -0.96  -0.24
C 1.46 0.18 -0.78  -0.21
C -2.84 2.02 -0.08  -0.41
C -1.65 1.62 0.35  -0.15
C -0.36 -3.10 0.14  0.34
C -2.57 -1.24 -1.01  -0.68
C -1.19 0.24 0.65  -0.55
C -1.33 -0.45 -0.67  -0.18
O -1.02 -3.49 1.04  -0.47
Se -0.03 -0.15 -1.88  0.46
H 4.18 1.01 1.76  0.21
H 2.83 -1.10 2.01  0.21
H 3.92 2.55 -0.02  0.22
H 1.10 -1.57 0.32  0.21
H 2.17 2.01 -1.68  0.22
H -2.95 3.05 -0.47  0.20
H -3.68 1.39 -0.30  0.19
H -0.80 2.36 0.27  0.20
H 0.48 -3.71 -0.31  0.13
H -2.86 -1.93 -0.30  0.23
H -2.51 -1.76 -1.89  0.22
H -3.60 -0.76 -1.21  0.21
H -1.86 -0.17 1.37  0.23
H -0.25 0.35 1.10  0.23

***

Record 6
Here is a cluster of 9 separate species, C34H94N8O10 in total from the Open Molecules 2025 dataset. Energies are from ωB97M-V/def2-TZVPD.

Summary:
Structure (SMILES): COC[C@H](C)N.COC[C@H](C)N.COC[C@H](C)N.COC[C@H](C)N.COC[C@H](C)N.COC[C@H](C)N.COC[C@H](C)N.COC[C@H](C)N.OCCO
LUMO energy, eV: 0.65
Kohn-Sham gap, Ha: 0.343
Net charge: 0
Total energy, eV: -69171.326

Last column: Löwdin charge in e.
Element x y z (Å)
C 11.91 18.31 7.79  -0.10
O 11.55 17.17 8.55  -0.17
C 10.36 16.68 8.02  -0.27
C 9.94 15.37 8.56  -0.44
C 10.07 15.28 10.07  -0.04
N 10.79 14.36 7.96  0.04
H 11.07 18.96 7.62  0.09
H 12.38 18.01 6.83  0.10
H 12.75 18.81 8.20  0.07
H 9.57 17.41 8.17  0.11
H 10.50 16.58 6.92  0.13
H 8.96 15.20 8.16  0.13
H 9.81 14.29 10.44  0.08
H 9.29 15.98 10.45  0.09
H 11.03 15.54 10.40  0.05
H 10.20 13.52 7.84  0.08
H 11.53 14.07 8.62  0.05
C 13.20 19.82 16.80  -0.10
O 13.89 20.44 15.74  -0.19
C 13.47 21.78 15.50  -0.21
C 13.96 22.35 14.19  -0.46
C 15.46 22.53 14.23  -0.06
N 13.24 23.59 13.84  0.03
H 13.53 18.81 16.76  0.06
H 12.16 19.92 16.72  0.07
H 13.52 20.33 17.76  0.11
H 12.38 21.84 15.53  0.11
H 13.82 22.42 16.33  0.14
H 13.81 21.69 13.36  0.11
H 15.77 23.36 14.85  0.08
H 15.88 22.64 13.26  0.06
H 15.86 21.62 14.69  0.07
H 12.20 23.45 14.07  0.10
H 13.68 24.33 14.36  0.05
C 11.33 21.97 9.67  -0.16
O 10.36 21.03 9.87  -0.21
C 10.61 20.18 11.02  -0.17
C 9.56 19.09 11.05  -0.47
C 8.22 19.69 10.74  -0.06
N 9.64 18.25 12.20  0.09
H 11.20 22.81 10.40  0.09
H 11.15 22.38 8.62  0.11
H 12.39 21.63 9.73  0.09
H 11.60 19.71 10.96  0.11
H 10.69 20.76 11.94  0.13
H 9.68 18.50 10.15  0.11
H 8.22 20.22 9.82  0.06
H 7.79 20.33 11.48  0.07
H 7.48 18.85 10.62  0.10
H 10.61 18.20 12.37  0.05
H 9.20 18.66 12.96  0.05
C 17.11 11.48 9.74  -0.08
O 15.84 11.53 9.11  -0.20
C 15.52 12.82 8.59  -0.22
C 14.26 12.76 7.73  -0.39
C 14.03 14.09 7.01  -0.05
N 13.21 12.28 8.65  0.05
H 17.07 12.00 10.67  0.06
H 17.89 11.97 9.09  0.10
H 17.39 10.41 9.86  0.10
H 15.38 13.63 9.39  0.14
H 16.37 13.23 8.08  0.10
H 14.51 11.99 6.97  0.15
H 13.62 14.92 7.55  0.06
H 13.37 13.98 6.15  0.07
H 15.00 14.41 6.67  0.07
H 13.59 11.48 9.12  0.07
H 12.46 12.03 8.02  0.09
C 18.30 19.13 16.64  -0.09
O 18.74 18.16 15.70  -0.16
C 19.97 18.51 15.15  -0.29
C 20.52 17.41 14.36  -0.43
C 22.03 17.66 14.01  -0.03
N 19.74 17.29 13.13  0.05
H 18.13 20.12 16.29  0.07
H 19.08 19.09 17.45  0.11
H 17.38 18.82 17.09  0.07
H 19.97 19.40 14.44  0.16
H 20.67 18.62 15.88  0.09
H 20.38 16.48 14.95  0.15
H 22.05 18.64 13.51  0.08
H 22.53 16.88 13.44  0.07
H 22.53 17.71 14.95  0.06
H 20.12 18.02 12.54  0.06
H 18.79 17.54 13.29  0.02
C 19.03 14.07 11.95  -0.08
O 19.25 14.70 10.68  -0.21
C 20.65 14.81 10.42  -0.21
C 20.96 15.37 9.06  -0.46
C 20.75 14.35 8.01  -0.08
N 22.37 15.79 9.08  0.06
H 19.04 14.88 12.69  0.06
H 19.89 13.46 12.20  0.08
H 18.10 13.54 12.13  0.07
H 20.94 15.57 11.21  0.13
H 21.14 13.88 10.62  0.12
H 20.24 16.18 8.84  0.13
H 19.81 13.79 8.26  0.08
H 21.59 13.64 8.12  0.08
H 20.62 14.69 6.95  0.09
H 22.64 16.40 8.38  0.04
H 22.57 16.36 9.85  0.05
C 17.13 16.60 8.81  -0.09
O 16.63 17.64 9.62  -0.21
C 17.39 18.15 10.69  -0.21
C 16.49 18.98 11.60  -0.34
C 16.02 20.30 10.87  -0.04
N 17.36 19.32 12.83  0.07
H 16.56 16.73 7.89  0.09
H 16.99 15.58 9.24  0.08
H 18.18 16.74 8.61  0.06
H 17.97 17.30 11.09  0.11
H 18.07 18.95 10.28  0.14
H 15.63 18.39 11.94  0.10
H 15.32 20.78 11.54  0.05
H 15.45 20.08 9.96  0.07
H 16.87 20.92 10.59  0.08
H 16.62 19.42 13.50  0.05
H 17.75 20.23 12.77  0.05
C 13.53 15.88 16.89  -0.16
O 13.97 16.60 15.82  -0.19
C 14.61 15.71 14.90  -0.16
C 14.72 16.36 13.51  -0.37
C 13.36 16.97 13.03  -0.05
N 15.17 15.44 12.47  0.05
H 13.14 16.48 17.73  0.10
H 14.33 15.24 17.32  0.09
H 12.82 15.10 16.63  0.09
H 15.56 15.43 15.27  0.12
H 14.07 14.79 14.84  0.10
H 15.42 17.19 13.58  0.12
H 12.64 16.16 12.70  0.09
H 13.47 17.63 12.17  0.06
H 12.88 17.54 13.85  0.07
H 15.82 15.91 11.83  0.08
H 14.42 15.11 11.79  0.09
O 13.40 13.26 11.33  -0.11
C 13.66 11.98 11.89  -0.24
C 14.30 12.09 13.29  -0.24
O 15.59 12.71 13.33  -0.10
H 13.09 13.14 10.41  0.03
H 12.79 11.34 11.98  0.11
H 14.40 11.44 11.30  0.10
H 14.44 11.09 13.59  0.09
H 13.56 12.61 13.96  0.12
H 15.51 13.64 13.01  0.03

***

Record 7
Here is an isolated molecule of C4H10N2 from the Open Molecules 2025 dataset. Energies are from ωB97M-V/def2-TZVPD.

Summary:
Structure (SMILES): C=C[C@@H](N)CN
LUMO energy, eV: 1.08
Kohn-Sham gap, Ha: 0.378
Net charge: 0
Total energy, eV: -7289.509

Last column: natural (NBO) charge in e.
Element x y z (Å)
C -0.20 -2.03 -0.05  -0.43
C -0.30 -1.02 -0.94  -0.16
C -0.12 0.47 -0.68  -0.11
N -1.36 1.14 -1.10  -0.83
C 0.29 0.83 0.74  -0.23
N 1.69 0.43 0.98  -0.85
H 0.04 -1.82 1.01  0.19
H -0.46 -3.04 -0.36  0.21
H -0.49 -1.23 -1.96  0.20
H 0.71 0.81 -1.31  0.21
H -2.13 0.85 -0.50  0.35
H -1.32 2.17 -1.01  0.36
H 0.23 1.90 0.88  0.19
H -0.41 0.36 1.45  0.16
H 1.80 -0.58 0.93  0.36
H 2.03 0.75 1.91  0.36

***

Record 8
Here is a structure of composition C5H4INO from the Open Molecules 2025 dataset. Energies are from ωB97M-V/def2-TZVPD.

Summary:
LUMO energy, eV: -0.07
Kohn-Sham gap, Ha: 0.341
Net charge: 0
Total energy, eV: -16884.754

Last column: natural (NBO) charge in e.
Element x y z (Å)
C 1.44 -0.60 0.17  0.21
C -1.13 1.41 -0.93  0.72
C -0.65 1.56 -2.13  -0.78
C -0.26 -1.67 1.54  -0.33
C 0.45 -0.62 1.22  -0.26
N 2.35 -0.54 -0.58  -0.28
O -1.41 1.01 0.12  -0.48
I 0.82 1.07 2.45  0.20
H -0.89 2.23 -2.93  0.27
H 0.10 0.79 -2.19  0.28
H -0.71 -2.07 2.43  0.24
H -0.12 -2.58 0.82  0.22

***

Record 9
Here is a structure of composition C11H18ClYZn from the Open Molecules 2025 dataset. Energies are from ωB97M-V/def2-TZVPD.

Summary:
LUMO energy, eV: 5.20
Kohn-Sham gap, Ha: 0.180
Net charge: -2
Total energy, eV: -73680.807

Last column: natural (NBO) charge in e.
Element x y z (Å)
Y -0.34 0.72 0.17  1.84
Cl -0.82 3.14 -0.18  -0.69
C -2.25 -0.32 0.97  -1.34
H -2.27 -0.69 2.00  0.20
H -2.38 -1.19 0.31  0.22
H -3.12 0.34 0.83  0.19
Zn 0.35 -0.32 -3.59  1.47
C 2.18 0.53 -3.91  -1.37
C -0.85 -0.39 -5.22  -1.35
C -0.04 -0.90 -1.71  -1.81
H -1.27 -1.40 -5.36  0.17
H -1.66 0.33 -5.08  0.18
H -0.25 -0.12 -6.10  0.17
H 2.98 -0.10 -3.50  0.18
H 2.34 0.67 -4.99  0.16
H 2.18 1.51 -3.40  0.18
H -0.94 -1.56 -1.70  0.18
H 0.78 -1.58 -1.37  0.19
C 1.84 0.12 1.12  -0.87
C 1.01 0.09 2.32  -0.05
C 0.67 -1.12 3.01  -0.25
C -0.26 -1.10 4.03  -0.19
C -0.91 0.09 4.41  -0.32
C -0.60 1.28 3.76  -0.15
C 0.35 1.30 2.73  -0.39
H 2.41 1.03 0.90  0.21
H 2.30 -0.81 0.79  0.22
H 1.14 -2.05 2.69  0.21
H -0.50 -2.03 4.57  0.19
H -1.64 0.08 5.22  0.19
H -1.09 2.21 4.08  0.20
H 0.61 2.25 2.23  0.23